[1]
Density functional theory data (ωB97M-V with the def2-TZVPD basis set) for 12 unconnected molecules or ions with the total composition C48H120O24 at a distorted geometry.

Output
Energy relative to the best compared isomer or geometry (same formula, charge and spin) (kJ/mol): 595.0
DFT total energy (Ha): -3705.83037
Multiplicity: 1
HOMO level (eV): -9.21
Total charge: 0

Cartesian coordinates (Å):
1 C -5.46174 -2.04133 19.70925
2 O -6.04917 -3.30782 19.60261
3 C -6.70859 -3.51521 18.30234
4 C -5.99621 -3.29170 16.96505
5 O -5.69789 -1.90000 16.85169
6 C -5.39888 -1.28059 15.63365
7 H -5.34333 -1.88636 20.78165
8 H -6.08733 -1.19078 19.43851
9 H -4.53602 -2.08884 19.13577
10 H -7.45352 -2.72413 18.38817
11 H -7.33763 -4.39342 18.44780
12 H -6.72629 -3.63379 16.23153
13 H -5.12985 -3.94396 16.85511
14 H -4.40915 -1.59867 15.30600
15 H -5.07514 -0.24741 15.75949
16 H -6.24188 -1.49694 14.97742
17 C -4.44509 -4.48258 13.62413
18 O -4.96311 -5.80094 13.46542
19 C -5.56938 -6.38499 14.63705
20 C -6.41630 -7.62842 14.11667
21 O -6.64881 -8.52388 15.20705
22 C -5.73481 -9.57015 15.39085
23 H -3.87390 -4.17759 12.74730
24 H -3.80312 -4.53241 14.50361
25 H -5.14960 -3.70195 13.91116
26 H -6.22175 -5.63551 15.08515
27 H -4.86148 -6.67012 15.41531
28 H -6.07167 -8.13012 13.21245
29 H -7.42409 -7.35670 13.80261
30 H -5.18827 -9.91435 14.51283
31 H -6.34982 -10.31234 15.89979
32 H -5.01457 -9.26140 16.14850
33 C 2.99352 -7.07074 15.05191
34 O 4.06841 -7.17824 15.97454
35 C 5.28174 -6.50630 15.48776
36 C 6.38441 -6.59611 16.58939
37 O 6.02584 -5.83410 17.76273
38 C 5.14635 -6.36513 18.70959
39 H 2.04812 -7.19695 15.57953
40 H 3.02123 -7.86008 14.30073
41 H 2.96746 -6.07315 14.61346
42 H 5.07965 -5.43900 15.39768
43 H 5.62831 -7.00197 14.58095
44 H 7.27286 -6.04819 16.27546
45 H 6.68384 -7.58686 16.93124
46 H 4.21586 -6.75306 18.29512
47 H 4.81486 -5.60697 19.41910
48 H 5.62194 -7.10568 19.35264
49 C -1.75098 -1.91125 15.98646
50 O -0.44225 -2.44677 15.93699
51 C -0.09734 -3.34550 14.85036
52 C -0.31651 -4.90770 15.18022
53 O -1.61192 -5.15074 15.79142
54 C -1.90398 -6.41933 16.40551
55 H -1.85121 -1.41428 16.95138
56 H -2.48460 -2.71631 15.94421
57 H -1.86853 -1.18173 15.18515
58 H 0.94437 -3.31712 14.53077
59 H -0.55094 -2.99446 13.92347
60 H 0.56832 -5.29145 15.68807
61 H -0.23255 -5.44244 14.23412
62 H -2.74770 -6.29585 17.08447
63 H -0.98322 -6.74228 16.89132
64 H -2.12580 -7.12006 15.60061
65 C 0.39921 -2.28347 23.43859
66 O -1.05423 -2.25374 23.55993
67 C -1.49222 -2.53993 24.93725
68 C -1.43576 -3.99010 25.43561
69 O -2.28552 -4.72217 24.52246
70 C -3.57180 -4.84263 24.93323
71 H 0.75635 -2.19308 22.41274
72 H 0.81777 -3.25789 23.69041
73 H 0.82332 -1.47519 24.03435
74 H -2.49778 -2.12486 25.00553
75 H -0.91163 -1.88740 25.58933
76 H -1.74356 -4.08457 26.47697
77 H -0.45460 -4.40386 25.20274
78 H -4.03217 -3.85468 24.94424
79 H -3.75720 -5.33800 25.88630
80 H -4.17486 -5.29715 24.14721
81 C -1.88876 1.04157 21.65783
82 O -3.28220 1.43601 21.54549
83 C -3.61703 2.14254 20.36456
84 C -4.89777 3.11998 20.34493
85 O -6.18538 2.76533 20.91366
86 C -6.68906 1.49031 20.44059
87 H -1.61156 0.37098 20.84446
88 H -1.74818 0.36051 22.49717
89 H -1.21415 1.89690 21.69550
90 H -3.76141 1.38287 19.59634
91 H -2.76082 2.77501 20.13008
92 H -5.12236 3.34544 19.30242
93 H -4.62083 4.11837 20.68349
94 H -6.28067 0.66733 21.02712
95 H -6.45657 1.36889 19.38262
96 H -7.73947 1.66812 20.67111
97 C 4.00139 -11.21562 20.90107
98 O 4.04108 -11.22308 19.52911
99 C 3.55087 -12.45519 18.96561
100 C 3.40624 -12.23778 17.40327
101 O 2.28087 -11.54840 16.88928
102 C 2.16265 -10.20214 17.31450
103 H 3.32805 -11.92536 21.38169
104 H 3.73117 -10.28607 21.40209
105 H 4.98148 -11.45125 21.31579
106 H 2.66080 -12.81689 19.48044
107 H 4.32810 -13.21649 19.03231
108 H 3.27215 -13.23571 16.98582
109 H 4.35101 -11.85841 17.01393
110 H 1.53767 -10.18112 18.20727
111 H 1.60859 -9.66760 16.54288
112 H 3.08824 -9.68685 17.57114
113 C 1.23344 -6.45783 19.07406
114 O 1.78285 -5.16643 19.22381
115 C 1.03017 -4.08569 18.67190
116 C 0.03752 -3.62124 19.77511
117 O -1.05181 -4.47587 20.09266
118 C -2.14410 -4.23235 19.26137
119 H 1.33555 -6.80182 18.04481
120 H 0.19441 -6.37112 19.39185
121 H 1.68532 -7.18721 19.74630
122 H 0.43518 -4.48567 17.85086
123 H 1.69473 -3.27218 18.38092
124 H -0.36101 -2.62287 19.59476
125 H 0.68288 -3.58950 20.65295
126 H -1.92302 -4.15340 18.19694
127 H -2.56470 -3.28485 19.59819
128 H -2.86887 -5.03153 19.41664
129 C -2.88698 -8.38160 23.78221
130 O -1.52658 -8.92939 23.66656
131 C -0.82569 -8.64541 22.52933
132 C 0.71199 -8.72820 22.73306
133 O 0.96660 -8.15070 23.99765
134 C 1.07899 -6.75504 23.95473
135 H -3.44543 -8.81909 24.60976
136 H -3.42499 -8.51837 22.84416
137 H -2.91869 -7.33932 24.09963
138 H -1.06683 -7.68150 22.08121
139 H -1.22737 -9.30858 21.76319
140 H 1.25957 -8.36994 21.86133
141 H 1.03753 -9.76419 22.82717
142 H 0.42257 -6.29914 23.21353
143 H 2.06761 -6.38029 23.68963
144 H 0.82283 -6.31417 24.91812
145 C 4.16746 -0.96561 18.64897
146 O 3.69971 -0.27542 17.49521
147 C 2.35406 -0.59465 17.17086
148 C 1.23773 -0.09109 18.14395
149 O 1.32401 1.28523 18.46652
150 C 2.36174 1.77829 19.18727
151 H 3.50241 -0.89383 19.50959
152 H 5.15098 -0.60008 18.94422
153 H 4.10818 -2.05359 18.61924
154 H 2.29110 -1.67875 17.07666
155 H 2.16900 -0.25612 16.15142
156 H 1.27054 -0.68776 19.05556
157 H 0.31405 -0.26844 17.59308
158 H 2.29508 2.86618 19.19955
159 H 3.31885 1.64414 18.68325
160 H 2.43794 1.36315 20.19223
161 C -7.30842 -3.25012 24.24020
162 O -8.39555 -3.59218 23.33533
163 C -8.10442 -3.81438 21.96160
164 C -7.30217 -5.11832 21.85400
165 O -7.89944 -6.27643 22.44715
166 C -8.83093 -6.78343 21.54393
167 H -6.63348 -4.08917 24.40918
168 H -7.66659 -2.86245 25.19390
169 H -6.79433 -2.39641 23.79863
170 H -7.42696 -3.02722 21.63066
171 H -9.02539 -3.95949 21.39693
172 H -6.28042 -5.00497 22.21632
173 H -7.06575 -5.38964 20.82512
174 H -8.47292 -7.04351 20.54780
175 H -9.64048 -6.06186 21.43408
176 H -9.11185 -7.67902 22.09811
177 C 5.25602 -5.03721 25.32249
178 O 5.65273 -3.76117 25.10367
179 C 4.70752 -2.75172 24.89310
180 C 4.24949 -2.68122 23.41421
181 O 3.19232 -3.64125 23.33127
182 C 2.89866 -3.90166 21.92670
183 H 4.30772 -5.14314 25.84937
184 H 5.96703 -5.63634 25.89135
185 H 5.19780 -5.50780 24.34104
186 H 5.22657 -1.84490 25.20354
187 H 3.97876 -2.93947 25.68162
188 H 5.12531 -3.02508 22.86392
189 H 3.92155 -1.75300 22.94627
190 H 2.16496 -4.70648 21.88151
191 H 3.72610 -4.33214 21.36267
192 H 2.60652 -2.95933 21.46326

Here are the Löwdin charges for atoms 1 to 6, given in e: -0.124 -0.220 -0.138 -0.181 -0.210 -0.095

---

[2]
Density functional theory data (ωB97M-V with the def2-TZVPD basis set) for O2 in the gas phase at a distorted geometry.

Output
Energy relative to the best compared isomer or geometry (same formula, charge and spin) (kJ/mol): 1.8
DFT total energy (Ha): -150.29594
Multiplicity: 1
HOMO level (eV): -10.11
Total charge: 0

Cartesian coordinates (Å):
1 O 0.00000 0.00000 0.60887
2 O 0.00000 0.00000 -0.60887

Löwdin atomic charges, in units of e: 0.000 0.000

---

[3]
Density functional theory data (ωB97M-V with the def2-TZVPD basis set) for a molecular structure, C3H3BrClI at a distorted geometry.

Output
Energy relative to the best compared isomer or geometry (same formula, charge and spin) (kJ/mol): 477.9
DFT total energy (Ha): -3447.78619
Multiplicity: 1
HOMO level (spin up / spin down) (eV): -8.26 / -7.89
Total charge: 0

Cartesian coordinates (Å):
1 C -0.22466 0.67371 -0.12668
2 C 1.72260 0.00501 0.58954
3 C -1.31449 -0.28930 -0.07558
4 Cl -0.40864 2.30566 -0.14831
5 Br 2.97040 1.26453 0.07135
6 I 1.93331 -1.99934 -0.09465
7 H -1.14023 -1.11523 -0.94005
8 H -2.28215 -0.01330 -0.04376
9 H -1.25614 -0.83172 0.76814

Here are the Löwdin charges for atoms 1 to 6, given in e: -0.718 -1.171 -0.203 0.693 0.546 0.663

---

[4]
Density functional theory data (ωB97M-V with the def2-TZVPD basis set) for a molecular structure, C14H17INO16S2.

Output
DFT total energy (Ha): -2896.37612
Multiplicity: 1
HOMO level (eV): -5.98
Total charge: -1

Cartesian coordinates (Å):
1 C 3.78984 0.58805 1.81888
2 C 2.73694 1.09787 2.07455
3 S 1.24454 1.66941 2.72544
4 O 0.76708 2.75446 1.91425
5 O 1.49542 1.94180 4.11729
6 N 0.41680 0.30145 2.51079
7 S -1.07527 0.20750 2.97377
8 O -1.50206 1.19375 3.92793
9 O -1.40736 -1.17013 3.22025
10 I -2.38423 0.73887 0.95996
11 H 4.56291 -0.09686 1.57966
12 C 2.04196 -2.52129 5.62183
13 C 1.94699 -1.05407 5.25069
14 O 3.00196 -0.92797 4.28735
15 C 3.23432 -2.13101 3.74356
16 O 3.91918 -2.33876 2.78752
17 O 2.58934 -3.10472 4.43402
18 H 1.08167 -2.97689 5.84806
19 H 2.73754 -2.70021 6.44594
20 H 1.00788 -0.79977 4.76530
21 H 2.12190 -0.37249 6.07737
22 C 8.63668 -1.93645 0.33642
23 C 7.28734 -2.07225 -0.34776
24 O 6.49131 -1.14122 0.37893
25 C 7.30132 -0.21716 0.94690
26 O 6.91833 0.76463 1.48721
27 O 8.60276 -0.58981 0.81404
28 H 9.48289 -2.07033 -0.33243
29 H 8.73581 -2.60841 1.19074
30 H 7.32045 -1.76468 -1.39488
31 H 6.85299 -3.06531 -0.27387
32 C -4.65512 2.90864 -2.12748
33 C -6.08852 3.17997 -1.70961
34 O -6.73156 1.93477 -2.01220
35 C -5.79089 0.96311 -2.01056
36 O -6.02770 -0.20371 -2.07119
37 O -4.55744 1.49303 -1.94250
38 H -3.91368 3.40957 -1.51133
39 H -4.47670 3.13465 -3.17985
40 H -6.18059 3.36807 -0.63908
41 H -6.56239 3.98391 -2.26589
42 C -5.21991 -0.88909 -6.31188
43 C -6.12284 -0.20392 -5.30685
44 O -5.67411 1.15600 -5.37880
45 C -5.09051 1.35226 -6.58267
46 O -4.76799 2.41203 -7.01414
47 O -4.92820 0.17411 -7.22956
48 H -5.69286 -1.71510 -6.83561
49 H -4.28534 -1.23020 -5.86451
50 H -7.17383 -0.24017 -5.59941
51 H -6.01701 -0.58589 -4.29659

Here are the Löwdin charges for atoms 1 to 6, given in e: 0.105 -0.177 0.454 -0.333 -0.314 -0.384